Molecular formula: C26H58INO3P
Method: DFT, ωB97M-V/def2-TZVPD

The geometry in XYZ format:
```
90
Properties=species:S:1:pos:R:3:mulliken_charge:R:1
C 1.95026 1.14911 2.74580 -0.62
O 1.42577 1.20905 1.37347 -0.15
C 0.84680 2.52106 1.04751 -0.76
P -1.07011 2.42372 0.71657 0.70
C -1.52277 4.04239 -0.22168 0.22
C -0.55454 5.29869 0.20060 -0.11
O -0.56286 5.92714 1.39342 -0.44
C -2.09748 2.11314 2.29618 -0.58
C -1.87048 3.20731 3.49778 -0.23
N -3.25231 3.58037 4.07339 -0.69
C -1.32019 0.98734 -0.51906 0.30
C -2.33360 -0.21256 0.04464 -0.02
O -3.60003 -0.17412 -0.45258 -0.53
I -1.64932 -1.76527 1.48597 0.21
H 2.94877 0.49576 2.73465 0.23
H 1.10897 0.67972 3.42441 0.22
H 2.24385 2.18001 3.21455 0.31
H 1.30693 2.82906 -0.01035 0.30
H 1.13389 3.38865 1.78061 0.48
H -2.65047 4.25814 0.01762 0.50
H -1.35989 3.84580 -1.37138 -0.33
H 0.23326 5.68185 -0.60856 0.31
H -3.24832 2.17568 1.98914 0.42
H -1.89677 1.04565 2.76704 0.08
H -1.30810 2.63363 4.38041 0.27
H -1.28932 4.17427 3.18647 0.29
H -3.74741 4.24861 3.43911 0.26
H -3.87247 2.73932 4.12241 0.27
H -1.73213 1.32347 -1.58230 0.27
H -0.27409 0.49308 -0.72288 -0.15
C 1.72275 -3.48384 3.49009 -0.65
C 0.46429 -4.26617 3.83294 0.08
C 0.42937 -4.73930 5.28790 -0.93
C 1.54842 -5.71166 5.68228 -0.77
C 1.62044 -6.99120 4.84389 -0.26
C 0.37075 -7.85171 4.96790 -1.19
H 2.62330 -4.09341 3.60876 0.34
H 1.68569 -3.14794 2.44913 -0.02
H 1.81693 -2.60014 4.12900 0.28
H 0.36054 -5.11509 3.14908 0.21
H -0.40532 -3.62303 3.65514 -0.05
H -0.54481 -5.20128 5.48472 0.35
H 0.48424 -3.86348 5.94934 0.37
H 1.41351 -5.98374 6.73686 0.41
H 2.51546 -5.19990 5.62476 0.29
H 2.48192 -7.57939 5.17944 0.38
H 1.79903 -6.75194 3.79176 0.16
H 0.20114 -8.14343 6.01022 0.30
H 0.48217 -8.76470 4.37508 0.38
H -0.51928 -7.32858 4.60701 0.27
C -4.27832 3.15735 -6.68455 -1.16
C -2.92575 3.83136 -6.85660 -0.43
C -1.91375 3.42950 -5.78127 -1.02
C -2.30160 3.81360 -4.34763 -0.22
C -2.55663 5.30689 -4.12328 -0.50
C -1.32359 6.16300 -4.37678 -1.19
H -4.75066 3.43349 -5.73730 0.27
H -4.95434 3.45789 -7.49106 0.38
H -4.17619 2.06802 -6.71516 0.29
H -3.05579 4.91846 -6.87637 0.24
H -2.52049 3.55463 -7.83672 0.37
H -0.94191 3.87115 -6.02962 0.36
H -1.76620 2.34120 -5.81902 0.41
H -1.50114 3.48354 -3.67332 0.13
H -3.19617 3.25629 -4.04841 0.40
H -2.87403 5.45382 -3.08482 0.35
H -3.38121 5.65481 -4.75187 0.37
H -0.49932 5.86182 -3.72090 0.24
H -1.54819 7.21503 -4.17628 0.39
H -0.98417 6.08821 -5.41373 0.31
C 3.64088 -0.38285 -2.64035 -1.25
C 2.38242 -1.16518 -2.29750 -0.49
C 2.34750 -1.63831 -0.84254 0.21
C 3.46655 -2.61067 -0.44816 -0.64
C 3.53857 -3.89021 -1.28655 -0.58
C 2.28888 -4.75072 -1.16254 -1.01
H 4.54143 -0.99242 -2.52168 0.30
H 3.60382 -0.04695 -3.68131 0.40
H 3.73506 0.50084 -2.00144 0.25
H 2.27867 -2.01410 -2.98136 0.33
H 1.51281 -0.52205 -2.47530 0.23
H 1.37332 -2.10029 -0.64572 0.18
H 2.40237 -0.76249 -0.18110 -0.03
H 3.33165 -2.88275 0.60642 0.23
H 4.43359 -2.09891 -0.50568 0.39
H 4.40005 -4.47840 -0.95100 0.39
H 3.71716 -3.65095 -2.33868 0.27
H 2.11927 -5.04244 -0.12022 0.17
H 2.40030 -5.66371 -1.75536 0.39
H 1.39885 -4.22759 -1.52343 0.26
```

Values from the calculation:
- Kohn-Sham gap: 8.5956 eV
- Charge: +1
- HOMO energy: -12.69 eV


Molecular formula: C26H58O8
Method: DFT, ωB97M-V/def2-TZVPD

The geometry in XYZ format:
```
92
Properties=species:S:1:pos:R:3:mulliken_spin:R:1
C 4.08872 -1.21082 1.73563 -0.15
C 3.19414 -2.10646 2.57693 0.28
C 4.22769 -2.83561 3.45742 -0.02
O 5.12484 -1.73253 3.57929 -0.15
C 5.40553 -0.96231 2.43152 0.21
H 3.53504 -0.31498 1.45454 0.05
H 4.20645 -1.80716 0.83085 -0.03
H 2.66722 -2.83125 1.95633 -0.03
H 2.43726 -1.59320 3.17005 0.04
H 4.80952 -3.66056 3.04630 0.00
H 3.92134 -3.17313 4.44753 -0.02
H 6.26729 -1.31382 1.86414 -0.05
H 5.48827 0.11036 2.60652 0.01
C 2.37293 3.66548 0.91729 -0.22
C 2.31114 5.19370 1.00321 0.06
C 3.82957 5.55912 1.08691 0.25
O 4.30774 4.50484 1.94762 -0.15
C 3.45806 3.37391 2.00702 0.01
H 2.51242 3.27987 -0.09263 0.27
H 1.37283 3.35574 1.22051 0.06
H 1.80770 5.47172 1.92914 0.01
H 1.71954 5.54482 0.15774 -0.02
H 4.10477 6.45078 1.65021 -0.03
H 4.35527 5.42457 0.14159 -0.10
H 2.87523 3.33541 2.92731 -0.04
H 3.96930 2.44657 1.74860 0.08
C -1.51496 5.16533 -3.03798 0.07
C -1.08804 4.13243 -2.04283 -0.19
C -2.12552 4.04454 -0.97038 0.09
O -2.87729 5.26935 -1.05182 -0.09
C -2.37778 6.16134 -2.12190 0.05
H -2.15575 4.69757 -3.78543 -0.03
H -0.60893 5.57455 -3.48491 -0.05
H -0.29033 4.48309 -1.38801 0.15
H -0.88351 3.17881 -2.52954 0.09
H -1.70960 4.04832 0.03714 0.04
H -2.76679 3.18059 -1.14494 -0.05
H -1.63962 6.94592 -1.95565 -0.02
H -3.17713 6.72639 -2.60133 0.01
C -4.16935 -3.19496 3.84968 0.01
C -5.41246 -2.72931 4.72269 0.03
C -5.08910 -1.34865 5.14023 0.03
O -4.19043 -0.94251 4.10820 -0.06
C -3.30632 -1.95835 3.72820 -0.04
H -4.31310 -3.47229 2.80540 0.01
H -3.66635 -4.11575 4.14505 -0.02
H -5.61375 -3.36889 5.58206 0.00
H -6.29312 -2.57814 4.09844 -0.01
H -4.41893 -1.16284 5.97955 -0.01
H -6.02150 -0.80850 5.30445 0.00
H -2.47052 -2.04261 4.42279 0.01
H -2.74642 -1.78540 2.80913 0.12
C -1.51984 -3.97050 -2.47958 0.01
C -1.57873 -4.87750 -3.73466 0.04
C -2.77666 -5.77112 -3.48342 0.04
O -2.90081 -5.88796 -2.05295 -0.05
C -2.38100 -4.61286 -1.41072 0.06
H -1.89721 -3.00584 -2.81887 0.05
H -0.50720 -3.69732 -2.18290 0.04
H -0.76856 -5.60669 -3.73443 -0.03
H -1.67100 -4.36312 -4.69122 -0.03
H -2.93251 -6.73573 -3.96646 0.00
H -3.60390 -5.26624 -3.98230 -0.01
H -1.91425 -4.70615 -0.43014 -0.04
H -3.30246 -4.05594 -1.24086 0.00
O -4.87750 -1.77760 -2.65714 0.04
H -4.07298 -1.36990 -2.33658 0.01
H -5.50108 -1.67587 -1.93809 -0.02
C 1.96419 -0.98843 -3.70930 -0.10
C 2.99236 0.11382 -3.35207 0.23
C 2.77184 1.57423 -3.79068 0.54
O 3.11640 0.16562 -1.89512 -1.00
H 0.96757 -0.76224 -3.33025 0.06
H 2.37720 -1.85815 -3.19831 0.11
H 1.85622 -1.21547 -4.76991 -0.16
H 4.01782 -0.11919 -3.63883 0.00
H 3.27487 2.36788 -3.23824 -0.03
H 1.80246 2.06378 -3.69719 0.08
H 3.16531 1.71493 -4.79739 -0.21
H 4.02611 0.37107 -1.66748 0.53
C -1.70841 0.07635 0.30757 -0.31
C -0.13562 0.02105 0.24719 0.30
C 0.51958 -1.24646 0.76457 -0.06
O 0.25894 0.26727 -1.04931 -0.03
H -2.00425 -0.23141 1.31049 0.07
H -2.05335 -0.72188 -0.34965 0.11
H -2.14629 1.04029 0.04837 0.04
H 0.30196 0.83644 0.82318 0.07
H 1.55843 -0.92698 0.84719 0.07
H 0.52472 -2.14294 0.14457 0.04
H 0.09677 -1.52792 1.72900 -0.02
H 1.21784 0.23369 -1.01802 0.10
```

Values from the calculation:
- Kohn-Sham gap (alpha / beta): 1.6146 / 9.4696 eV
- Charge: -1
- HOMO energy (alpha / beta): 0.63 / -7.29 eV
- ⟨S²⟩: 0.7505
- 2S+1: 2


Molecular formula: C26H59B4IN2O14S
Method: DFT, ωB97M-V/def2-TZVPD

The geometry in XYZ format:
```
107
Properties=species:S:1:pos:R:3:mulliken_charge:R:1
C -0.47266 0.21493 4.57856 -0.66
O -1.72723 -0.44286 4.17513 -0.24
B -2.73729 0.60466 3.80484 -0.06
O -3.78165 0.99407 4.77964 -0.58
B -2.56044 1.28898 2.31492 0.50
O -1.36892 2.19392 2.14438 -0.22
B -2.01326 3.50899 1.80180 0.52
I -1.55397 5.30645 2.97451 -0.03
O -2.94152 3.46372 0.61694 -0.42
B -2.94079 2.03788 0.13205 0.65
C -2.36659 1.58519 -1.36537 -0.50
C -1.10133 2.57399 -1.69483 -0.26
C 0.00330 1.92863 -2.75338 -0.09
C 1.30218 2.98072 -2.70774 -0.75
C 2.49111 2.59405 -3.76783 -0.17
C 3.73349 1.90995 -2.90931 -0.59
C 5.11939 2.77507 -3.25193 -0.68
S 6.37734 2.30828 -1.89051 -0.12
C 6.56150 3.80204 -0.73931 0.29
N 7.90684 4.33624 -0.24593 -0.22
N 7.69288 5.41442 0.62441 -0.27
C 6.17440 5.55938 0.65139 -0.03
O 5.44924 4.59265 -0.18774 -0.16
O -3.46228 1.04972 1.14167 -0.35
H 0.48654 -0.19553 4.04848 0.22
H -0.48548 1.38925 4.49272 0.22
H -0.34302 -0.01471 5.74280 0.27
H -3.86731 1.99713 4.80938 0.27
H -3.27535 1.78286 -2.11363 0.23
H -2.13593 0.43888 -1.44310 0.15
H -1.43042 3.64456 -2.08753 0.24
H -0.49146 2.75801 -0.68571 0.07
H -0.42963 1.82036 -3.85764 0.05
H 0.44184 0.89706 -2.34448 0.21
H 0.83002 4.05892 -2.87865 0.30
H 1.64524 2.97601 -1.56883 0.25
H 2.06338 1.80682 -4.52672 0.00
H 2.84662 3.58948 -4.28198 0.37
H 3.51191 1.86187 -1.75720 0.34
H 3.79745 0.78890 -3.28114 0.20
H 5.46132 2.41880 -4.31564 0.36
H 4.90381 3.92682 -3.29348 0.39
H 5.79357 6.42305 1.35412 0.33
C -3.98586 5.68798 6.21719 -0.74
O -2.84113 5.22841 6.92792 -0.26
C -2.14117 6.29577 7.57411 -0.51
C -2.44205 6.32492 9.07740 -0.53
O -3.80329 6.68959 9.32683 -0.37
C -4.60819 5.56452 9.66231 -0.68
H -4.57724 4.81829 5.92001 0.21
H -4.61170 6.33786 6.83362 0.35
H -3.67094 6.22407 5.31653 0.28
H -2.37657 7.25992 7.10802 0.34
H -1.07331 6.10684 7.43370 0.36
H -1.81709 7.09305 9.54485 0.37
H -2.20057 5.36372 9.54581 0.33
H -4.35844 5.21867 10.66867 0.33
H -4.47866 4.74676 8.94723 0.27
H -5.65579 5.87543 9.64751 0.24
C -0.34874 -5.84424 3.17417 -0.73
O -1.42300 -5.73033 2.24695 -0.34
C -2.63375 -6.30391 2.74880 -0.50
C -3.60045 -5.21784 3.23585 -0.46
O -3.09616 -4.56000 4.40251 -0.40
C -2.54799 -3.28083 4.10349 -0.81
H 0.47702 -5.22161 2.82079 0.24
H -0.63661 -5.50379 4.17177 0.31
H -0.01042 -6.88397 3.22175 0.33
H -2.42552 -7.02931 3.54420 0.31
H -3.09947 -6.84113 1.91800 0.36
H -4.54477 -5.69241 3.52246 0.39
H -3.81486 -4.49585 2.43937 0.29
H -3.35322 -2.57903 3.87149 0.35
H -1.84519 -3.32749 3.26639 0.36
H -2.01265 -2.92206 4.98613 0.25
C -0.16867 0.13226 -7.15876 -0.95
O 0.06012 -0.38073 -5.85061 -0.22
C -1.12221 -0.94626 -5.27698 -0.11
C -1.08995 -2.47800 -5.34009 -0.37
O -1.18205 -2.94345 -6.69029 -0.40
C 0.07877 -3.36178 -7.20167 -0.54
H 0.79914 0.36331 -7.61085 0.23
H -0.68324 -0.59268 -7.79411 0.41
H -0.75716 1.05291 -7.09689 0.35
H -2.02270 -0.55236 -5.76297 0.38
H -1.14515 -0.63880 -4.22785 0.02
H -1.96443 -2.86889 -4.80943 0.38
H -0.19353 -2.87336 -4.84841 0.10
H 0.37082 -4.30682 -6.73653 0.23
H 0.85456 -2.60971 -7.03030 0.23
H -0.02210 -3.51671 -8.27879 0.29
C 4.74826 -7.13344 -4.98941 -0.69
O 4.87940 -5.90091 -4.28912 -0.37
C 4.34990 -4.79826 -5.03111 -0.70
C 2.97538 -4.37975 -4.49558 -0.24
O 1.99135 -5.38759 -4.74878 -0.32
C 1.69281 -6.15146 -3.58535 -0.80
H 4.98355 -7.94718 -4.29885 0.24
H 3.73247 -7.28047 -5.36432 0.29
H 5.45750 -7.16238 -5.82241 0.33
H 4.29964 -5.03179 -6.10124 0.34
H 5.04549 -3.96450 -4.90176 0.38
H 2.65146 -3.47927 -5.02786 0.25
H 3.02577 -4.13931 -3.42728 0.36
H 1.11125 -5.54612 -2.88529 0.29
H 2.60125 -6.51378 -3.09514 0.36
H 1.09325 -7.01434 -3.88591 0.26
```

Values from the calculation:
- Kohn-Sham gap: 8.6653 eV
- SMILES: COB(O)B1OB(I)OB(CCCCCCCSc2nnco2)O1.COCCOC.COCCOC.COCCOC.COCCOC
- HOMO energy: -8.83 eV


| no. | electronic energy (eV) |
| --- | --- |
| 1 | -52912.960 |
| 2 | -44275.231 |
| 3 | -81199.012 |